Computed, not measured: a 2-piece molecular cluster, C3H11N2O overall in a non-equilibrium geometry, with the ωB97M-V functional and the def2-TZVPD basis.

## Properties
- lowest unoccupied orbital energy (spin up / spin down) (eV) = 0.858 / 0.654
- multiplicity = 2

```
17
Properties=species:S:1:pos:R:3:forces:R:3
C -1.65401 -0.48168 -1.20264 3.305 -3.465 -1.248
C -0.45148 -0.11710 -0.28563 -1.012 -1.083 -1.384
C 0.83211 -0.53049 -0.41595 0.939 1.578 2.585
N 1.37744 -1.14843 -1.46409 0.547 -0.969 -0.795
N -0.75844 1.00024 0.60149 0.853 0.200 -0.976
H -2.33502 0.25423 -1.26242 -2.672 2.493 0.479
H -2.11196 -1.50020 -1.06622 0.233 1.088 0.793
H -1.43203 -0.60218 -2.30059 0.712 0.371 0.709
H 1.63479 -0.34641 0.38886 -1.774 0.245 -1.188
H 0.74448 -1.51104 -2.13454 -0.039 -0.428 -0.810
H 2.33283 -1.48793 -1.43150 -0.706 0.002 0.008
H -1.66910 0.98630 1.03766 -0.565 -0.565 1.070
H -0.83751 1.91000 0.06144 0.423 0.156 -0.059
H 0.03916 1.09783 1.24426 -0.219 0.256 0.651
H 0.85261 0.46148 3.17714 1.192 0.052 -1.333
H 1.91170 1.44513 2.62979 -0.100 -0.390 -0.178
O 1.52442 0.57026 2.42295 -1.116 0.459 1.677
```
Positions in Å, forces in eV/Å.


Computed, not measured: a 2-piece molecular cluster, C3H11N2O overall in a non-equilibrium geometry, with the ωB97M-V functional and the def2-TZVPD basis.

## Properties
- lowest unoccupied orbital energy (eV) = -3.523
- total charge = +1

```
17
Properties=species:S:1:pos:R:3:forces:R:3
C 0.82104 -2.31284 0.74052 -0.866 0.486 -3.645
N 1.64279 -1.48967 1.69785 0.453 2.032 -0.824
H 2.67563 -1.54108 1.60466 -0.590 -0.357 -0.976
H 1.46105 -0.38655 1.54792 -0.356 -2.968 0.859
H 1.58935 -1.89181 2.62164 -0.987 0.744 0.910
H 0.53813 -3.32505 1.00047 0.979 -0.191 0.939
H 1.39632 -2.34393 -0.26099 -0.976 0.019 1.700
H -0.22197 -1.89389 0.48027 2.039 0.322 0.839
C -0.54494 1.59725 -2.06230 -2.095 -3.864 1.566
C -0.89723 1.26969 -0.54186 -0.270 1.328 0.817
O -0.44730 0.48167 0.31719 0.463 0.091 -2.174
N -1.96827 2.01635 -0.14341 0.301 3.672 -2.944
H -1.29949 0.88028 -2.62627 1.794 1.567 0.774
H 0.45807 1.45711 -2.32738 1.440 -1.042 -0.232
H -2.38733 1.83217 0.70107 -0.686 -0.724 2.386
H -2.11280 3.06509 -0.42478 0.438 -3.122 0.143
H -0.70305 2.58522 -2.32462 -1.079 2.008 -0.138
```
Positions in Å, forces in eV/Å.


Computed, not measured: a 2-piece molecular cluster, C3H11N2O overall, with the ωB97M-V functional and the def2-TZVPD basis.

## Properties
- lowest unoccupied orbital energy (eV) = -3.021
- total charge = +1

```
17
Properties=species:S:1:pos:R:3:forces:R:3
C -2.24098 0.15687 -1.09640 -0.074 -0.269 -0.488
C -1.12835 -0.09164 -0.14267 -0.392 -0.131 0.248
C -0.20099 0.81328 0.10171 0.555 0.241 -0.138
N 0.87362 0.46980 1.03189 -0.329 -0.012 0.318
N -1.03122 -1.31919 0.59231 -0.137 -0.415 -0.230
H -2.33426 -0.68002 -1.78805 0.030 -0.158 -0.009
H -2.06883 1.03610 -1.71379 -0.037 0.142 0.187
H -3.20311 0.23550 -0.59126 0.030 0.094 0.134
H -0.09744 1.76231 -0.39152 -0.126 0.167 0.004
H 0.80305 0.99793 1.90654 0.169 -0.005 -0.157
H 1.81313 0.58085 0.61517 0.131 -0.315 0.112
H 0.69868 -0.52966 1.25678 0.095 0.061 -0.046
H -1.77425 -1.41284 1.27886 -0.008 0.174 0.066
H -1.15181 -2.12464 -0.02483 0.103 0.243 0.067
H 3.82973 -0.73728 -0.38010 -0.049 -0.050 0.121
H 3.74369 0.76400 -0.64219 0.086 -0.194 0.221
O 3.46934 0.07862 -0.01244 -0.047 0.426 -0.409
```
Positions in Å, forces in eV/Å.


Energy relative to the best compared isomer or geometry (same formula, charge and spin) for the records above, in order: 216.1; 194.9; 98.5 kJ/mol